The following is a DFT calculation (the ωB97M-V functional and the def2-TZVPD basis) of a single CH4N2S molecule at a distorted geometry.

Summary:
structure (SMILES) = NNC=S
charge = 0
LUMO = 0.53 eV
F_max = 5.575 eV Å⁻¹
energy above the lowest of the compared OMol25 structures with the same formula, charge and spin = 45.39 kcal/mol

Geometry as XYZ:
```
8
Properties=species:S:1:pos:R:3:forces:R:3
C -0.2340 -0.3712 -0.2488 3.94 2.73 2.84
H -1.1416 2.5471 -0.6758 0.06 2.34 -0.98
H -2.1563 1.5952 0.4227 1.68 0.77 -1.04
H 0.3889 1.3976 0.8155 0.25 -0.94 -0.34
H -1.1081 -0.6660 -0.6745 -2.42 -0.63 -1.56
N -1.3273 1.7295 -0.2168 -1.77 -2.97 1.84
N -0.1806 0.9925 0.0740 -1.45 -1.08 -0.57
S 0.9985 -1.3563 0.1628 -0.31 -0.23 -0.20
```
Positions in Å, forces in eV/Å.

The following is a DFT calculation (the ωB97M-V functional and the def2-TZVPD basis) of 2 unconnected molecules or ions with the total composition C6H11NO at a distorted geometry.

Summary:
structure (SMILES) = CC1(C)CC1.N=C=O
charge = 0
LUMO = 0.79 eV
F_max = 4.178 eV Å⁻¹
energy above the lowest of the compared OMol25 structures with the same formula, charge and spin = 53.88 kcal/mol

Geometry as XYZ:
```
19
Properties=species:S:1:pos:R:3:forces:R:3
C 0.3018 -1.3990 2.6238 -1.28 0.85 0.45
C -0.3849 1.3007 0.0634 -3.55 1.46 -1.65
C 0.0507 1.5019 -1.3804 -0.69 -1.53 1.16
C -1.0340 -0.8200 -1.0848 -3.74 0.17 0.44
C 1.3968 -0.4262 -0.3045 -1.02 1.95 3.40
C 0.0365 0.1308 -0.7596 0.66 -0.13 0.96
N -0.6833 -0.8601 2.1812 -0.11 -0.50 0.01
O 1.1078 -1.9874 3.1967 1.29 -0.88 0.20
H -1.4702 1.6493 0.2897 1.87 -1.18 -0.33
H 0.3263 1.6735 0.6934 1.51 0.94 1.94
H -0.5833 1.8038 -2.1594 -1.28 0.00 -0.65
H 0.9731 1.9307 -1.4856 2.37 0.95 -0.22
H -2.0247 -0.2892 -0.8984 0.96 -0.20 -0.56
H -1.1691 -1.1990 -2.0760 0.65 -0.17 -0.85
H -1.2492 -1.6475 -0.4089 1.04 -0.18 0.26
H 2.0293 -0.3981 -1.1327 1.51 -0.60 -1.00
H 1.3137 -1.3588 0.2920 0.12 0.21 -1.11
H 1.7824 0.3303 0.5421 -0.30 -1.48 -2.10
H -0.7199 0.0642 1.8081 0.01 0.35 -0.35
```
Positions in Å, forces in eV/Å.

The following is a DFT calculation (the ωB97M-V functional and the def2-TZVPD basis) of 11 unconnected molecules or ions with the total composition C29H81Cl6N14O13P3 at a distorted geometry.

Summary:
2S+1 = 2
charge = -1
LUMO (spin up / spin down) = 1.62 / 1.62 eV
F_max = 5.133 eV Å⁻¹

Geometry as XYZ:
```
146
Properties=species:S:1:pos:R:3:forces:R:3
O -2.2904 4.8071 -2.3459 -0.72 0.37 0.84
P -3.5175 4.0648 -1.9495 -1.48 -1.00 -1.46
N -3.4058 3.2652 -0.5028 -0.95 -1.62 0.41
C -2.4271 3.6806 0.4499 0.66 0.52 0.09
C -4.5227 2.4453 0.1418 1.64 0.77 -1.72
N -3.9242 2.8731 -3.1004 -0.69 3.05 0.85
C -3.5289 1.5011 -3.0648 -0.95 -0.79 -0.31
C -4.4012 3.4026 -4.4138 0.73 -1.55 0.40
N -4.9933 4.9877 -1.8341 0.12 -0.30 -0.48
C -6.3615 4.3259 -1.9596 1.92 0.38 -0.12
C -5.0180 6.4604 -2.0259 0.51 -0.94 0.70
H -2.0645 2.8720 1.0845 -0.23 -0.20 -0.14
H -2.8605 4.4401 1.1007 0.24 0.42 0.28
H -1.5562 4.0516 -0.0903 -0.11 0.33 0.23
H -5.2562 3.0885 0.6280 -0.09 -0.07 0.04
H -4.0326 1.7649 0.8382 -0.17 0.12 0.11
H -4.9384 1.8356 -0.6604 -0.41 0.03 0.26
H -3.0265 1.1468 -3.9650 0.55 0.36 -0.02
H -2.9471 1.2346 -2.1824 -0.09 0.11 -0.18
H -4.4868 0.9817 -3.0909 0.13 -0.85 0.36
H -5.1302 4.2128 -4.3956 0.61 0.34 0.43
H -3.4954 3.5539 -5.0010 -0.43 0.77 -0.30
H -4.9359 2.6072 -4.9328 -0.08 -0.36 0.10
H -6.7248 4.4480 -2.9800 -0.36 0.38 0.01
H -6.3048 3.2448 -1.8329 0.31 0.14 0.23
H -7.0470 4.7255 -1.2123 -0.01 0.18 -0.14
H -5.4944 6.9101 -1.1547 -0.76 0.12 -0.26
H -5.4553 6.7355 -2.9856 -0.29 0.16 0.08
H -4.0325 6.9214 -1.9593 0.34 -0.58 -0.37
O 1.7125 -7.3812 1.8035 -1.05 1.07 -0.42
P 0.6856 -6.3163 1.5788 -0.96 1.22 1.08
N -0.5061 -6.4643 0.2526 1.72 0.70 2.68
C -1.4916 -7.4860 0.3170 -0.75 -0.40 0.99
C 0.0041 -6.2413 -1.0707 1.01 0.54 -0.45
N 1.3598 -4.7882 1.2818 0.56 -0.65 -0.40
C 2.8002 -4.5387 1.5244 -0.26 -0.69 -0.53
C 0.5671 -3.5496 1.1460 0.50 -1.14 0.62
N -0.2476 -6.0721 3.0776 -0.58 -1.17 -1.62
C -1.4765 -5.2555 3.1507 0.91 -0.61 -1.01
C 0.3818 -6.1670 4.4235 0.72 1.07 -2.22
H -1.1577 -8.4992 0.0930 0.26 -0.12 -0.39
H -2.3030 -7.1929 -0.3492 -0.20 -0.26 0.04
H -1.8530 -7.5365 1.3440 -0.33 0.01 0.00
H 0.1365 -5.1736 -1.2456 0.10 0.05 -0.15
H -0.6640 -6.6302 -1.8390 -0.15 -0.06 0.21
H 0.9762 -6.7192 -1.1919 0.13 -0.06 -0.33
H 3.3924 -4.7743 0.6402 0.03 -0.20 -0.11
H 2.9715 -3.4771 1.7023 -0.17 -0.07 0.39
H 3.1904 -5.1514 2.3371 -0.04 0.17 0.11
H 0.1800 -3.3215 2.1391 -0.43 0.42 -0.03
H 1.2745 -2.7647 0.8782 -0.60 0.11 -0.47
H -0.2364 -3.7111 0.4274 0.07 0.45 -0.01
H -2.2679 -5.8670 3.5842 -0.18 0.32 0.33
H -1.2813 -4.3256 3.6847 -0.21 0.02 0.38
H -1.7922 -4.9612 2.1498 -0.03 -0.12 -0.07
H 1.1695 -6.9196 4.4597 -0.54 -0.39 0.16
H -0.3920 -6.1777 5.1911 0.24 -0.39 0.00
H 0.9210 -5.2197 4.4282 0.22 0.34 1.13
O 5.4203 0.1224 4.1240 -0.19 0.83 0.03
P 4.2057 0.9722 4.0960 -1.00 1.52 -0.22
N 4.1832 2.2251 5.2970 0.32 -1.85 -0.36
C 5.2239 2.2529 6.3447 -0.82 0.34 -0.55
C 3.1364 3.2492 5.4390 0.74 -0.16 -0.55
N 2.7605 0.0575 4.2751 1.40 1.40 0.90
C 2.3657 -0.7422 3.1616 -0.54 -0.43 -0.89
C 2.4908 -0.5838 5.5669 0.67 0.76 -0.03
N 4.0299 1.8750 2.6238 -1.16 -1.87 1.48
C 2.7927 2.5258 2.2035 -0.37 -0.45 0.87
C 5.0779 1.8636 1.6579 1.44 0.71 -0.09
H 5.6263 3.2659 6.3499 0.14 0.08 0.31
H 6.0591 1.5760 6.1646 -0.39 -0.18 -0.14
H 4.7089 2.0400 7.2815 0.49 -0.02 0.41
H 3.2933 4.0136 4.6780 -0.39 0.02 -0.30
H 3.2359 3.8098 6.3684 0.13 -0.44 0.29
H 2.1289 2.8363 5.3891 -0.01 -0.01 -0.13
H 1.4245 -0.3002 2.8345 -0.22 -0.73 -0.69
H 3.0700 -0.8105 2.3325 0.14 0.64 -0.06
H 2.2797 -1.7924 3.4407 -0.44 -0.04 0.22
H 3.2216 -1.3610 5.7900 0.11 -0.20 0.02
H 2.5775 0.1898 6.3299 -0.14 -0.12 0.23
H 1.5005 -1.0379 5.6028 -0.09 0.23 -0.19
H 2.4114 2.1827 1.2417 0.55 0.20 -0.47
H 1.9471 2.2253 2.8222 0.18 0.07 0.54
H 2.8967 3.6067 2.2979 -0.20 0.12 -0.46
H 5.9220 2.4684 1.9893 0.22 0.34 0.20
H 4.7425 2.3774 0.7570 -0.12 -0.49 -0.21
H 5.5680 0.9080 1.4717 -0.59 -0.34 -0.25
C -0.1647 1.6326 -1.1253 0.34 -1.14 -0.19
N -0.0796 0.1867 -1.4515 -0.07 4.88 1.46
O -0.4739 -0.1440 -2.5592 -1.28 -1.94 -4.58
O 0.3939 -0.5627 -0.5829 1.49 -2.48 2.54
H -0.9922 1.7079 -0.4198 0.24 0.61 0.11
H -0.2992 2.2450 -2.0169 -0.52 -0.26 -0.06
H 0.8019 1.9397 -0.7257 0.04 0.03 0.66
C -2.8316 -1.8534 0.1617 0.96 -0.50 0.26
N -4.0533 -1.1294 -0.2482 -0.78 0.23 1.79
O -4.2188 -0.9597 -1.4222 -0.02 0.03 -0.67
O -4.8409 -0.7455 0.6278 0.80 -0.38 -0.65
H -2.8025 -2.2083 1.1919 -0.91 0.09 -0.09
H -1.9573 -1.2036 0.1225 0.00 0.33 -0.62
H -2.7134 -2.6766 -0.5430 0.04 0.20 0.18
C -1.8091 1.3510 4.4500 0.23 0.10 -0.42
N -2.1096 0.5826 3.1888 -0.24 0.22 -0.81
O -1.5730 0.9263 2.1340 -0.19 -0.21 1.49
O -2.9391 -0.2962 3.2701 0.11 -0.16 0.17
H -0.7325 1.5208 4.4393 -0.17 0.11 0.17
H -2.1659 0.8189 5.3319 0.16 -0.23 -0.38
H -2.3629 2.2868 4.3740 0.19 0.02 -0.16
C 3.9421 -1.6896 -0.8329 -1.45 -0.36 -0.65
N 4.0904 -3.0685 -1.3403 -1.26 -1.50 0.09
O 5.1031 -3.6470 -1.0689 1.42 -0.47 -0.04
O 3.1180 -3.6313 -1.8651 0.97 1.18 0.17
H 4.4446 -1.6131 0.1313 0.07 0.13 -0.39
H 2.8530 -1.6844 -0.7880 -0.13 1.04 0.47
H 4.2608 -1.0128 -1.6258 0.23 0.06 0.34
C -1.9418 -3.2466 -3.3996 2.13 0.60 2.04
N -3.1022 -3.8035 -3.9964 -1.67 2.05 -0.70
O -2.9979 -4.8482 -4.5706 -0.66 -1.16 -0.54
O -4.1091 -3.0681 -3.9262 0.99 -1.74 -0.33
H -2.2701 -2.9472 -2.4043 0.31 0.54 -0.32
H -1.5137 -2.4111 -3.9534 -0.61 0.20 0.04
H -1.1201 -3.9503 -3.2663 -0.39 -0.39 -0.32
Cl 4.3065 -1.7791 -6.5229 -0.13 0.46 0.14
C 3.3578 -1.6189 -5.0016 0.14 -0.07 0.17
C 1.8525 -1.4745 -5.2354 1.24 -0.16 0.48
Cl 1.1473 -2.8065 -6.1638 -0.14 0.05 0.02
H 3.6138 -0.7190 -4.4425 0.40 0.29 -0.42
H 3.7682 -2.4281 -4.3976 -0.90 -0.32 0.00
H 1.7362 -0.5215 -5.7514 -0.42 -0.24 -0.16
H 1.3972 -1.4172 -4.2467 -0.36 0.01 -0.07
Cl 1.2787 4.8926 -6.3169 0.25 0.93 -0.39
C 1.1814 3.3508 -5.4823 0.01 -0.56 -0.46
C -0.2336 3.1692 -4.9375 1.37 -0.21 0.73
Cl -1.3800 2.8609 -6.2220 -0.29 0.00 -0.57
H 1.9921 3.3278 -4.7541 -0.43 0.07 0.41
H 1.4657 2.6187 -6.2382 -0.36 -0.24 0.13
H -0.4894 4.0755 -4.3887 -0.41 -0.15 0.02
H -0.2567 2.2971 -4.2841 -0.08 0.01 0.13
Cl 1.6373 6.6186 -2.6151 -0.22 0.21 -0.16
C 1.9268 4.9394 -2.1995 0.26 -1.17 0.50
C 2.2238 4.7709 -0.7018 0.33 -0.38 -0.35
Cl 0.8985 5.2311 0.4213 0.48 0.21 -0.44
H 2.7948 4.5962 -2.7623 0.41 0.28 0.22
H 1.1670 4.2547 -2.5763 -0.66 0.53 0.36
H 3.1579 5.2986 -0.5095 -0.38 0.53 0.43
H 2.4480 3.7437 -0.4144 -0.21 -0.16 -0.52
```
Positions in Å, forces in eV/Å.

The following is a DFT calculation (the ωB97M-V functional and the def2-TZVPD basis) of a molecular structure, C16H14F6N4PtSSb.

Summary:
2S+1 = 2
charge = +2
LUMO (spin up / spin down) = -8.21 / -10.25 eV
F_max = 0.680 eV Å⁻¹
energy above the lowest of the compared OMol25 structures with the same formula, charge and spin = 9.07 kcal/mol

Geometry as XYZ:
```
43
Properties=species:S:1:pos:R:3:forces:R:3
Pt 0.0758 0.6105 0.1410 -0.04 -0.55 0.25
C -0.6019 4.7683 0.6015 0.01 -0.01 0.00
C 0.3510 5.3079 -0.2430 0.00 0.01 -0.01
C 1.2039 4.4660 -0.9493 -0.02 -0.01 -0.04
C 1.0852 3.1036 -0.7795 -0.14 -0.08 -0.22
N 0.1635 2.5970 0.0699 0.35 -0.05 0.23
C -0.6726 3.3923 0.7396 0.10 0.02 0.15
C 1.8962 2.0747 -1.4651 0.10 0.04 0.27
C 2.9808 2.3454 -2.2766 0.04 -0.01 0.03
C 3.7743 1.3005 -2.7244 0.01 0.03 0.00
C 3.4804 0.0069 -2.3263 -0.02 -0.04 0.01
C 2.3722 -0.2099 -1.5324 -0.09 0.04 -0.18
N 1.5759 0.7934 -1.1467 -0.20 0.41 -0.25
H -1.2792 5.3936 1.1645 -0.01 -0.01 -0.01
H 0.4322 6.3797 -0.3613 0.01 0.00 0.00
H 1.9410 4.8746 -1.6247 -0.01 0.01 0.01
H -1.3753 2.9091 1.4073 0.02 0.04 -0.01
H 3.2279 3.3665 -2.5266 0.00 -0.01 -0.02
H 4.6332 1.5005 -3.3503 -0.01 0.00 -0.01
H 4.0975 -0.8290 -2.6217 0.01 0.00 0.01
H 2.0956 -1.1978 -1.1939 0.06 0.01 0.00
N -2.3571 -6.0766 0.2070 0.01 0.00 -0.01
C -1.9080 -5.3523 -0.7788 -0.02 0.01 0.02
S -1.9024 -5.9666 -2.3599 0.00 0.00 -0.01
C -1.3971 -3.9732 -0.5346 -0.01 0.00 0.00
C -1.3928 -3.4206 0.7357 0.00 0.04 0.00
C -0.9109 -2.1342 0.9162 0.05 -0.03 0.07
N -0.4557 -1.3941 -0.1020 0.55 -0.20 0.05
C -0.4501 -1.9276 -1.3359 -0.18 -0.01 0.06
C -0.9107 -3.2021 -1.5899 -0.01 -0.02 0.00
H -2.7126 -7.0150 0.0684 0.00 0.00 0.00
H -2.3710 -5.7307 1.1570 -0.01 0.00 0.00
H -1.7453 -3.9224 1.6263 -0.01 -0.02 -0.01
H -0.9098 -1.7015 1.9042 0.04 0.03 -0.03
H -0.0837 -1.3013 -2.1367 -0.03 -0.01 0.00
H -0.8843 -3.5635 -2.6100 0.00 0.00 0.00
F -0.9298 0.3949 1.9043 -0.51 0.30 -0.33
Sb -1.6252 0.5664 3.8501 -0.32 -0.17 0.11
F -0.0209 -0.3169 4.2292 0.04 0.03 0.00
F -0.7518 2.2205 3.8118 0.04 0.05 -0.06
F -2.2725 0.6638 5.5775 0.03 0.03 -0.01
F -3.0998 1.3372 2.9898 0.08 0.07 0.03
F -2.3663 -1.1381 3.4683 0.11 0.06 -0.07
```
Positions in Å, forces in eV/Å.

no.,energy (a.u.)
1,-548.1395
2,-365.1456
3,-6683.0891
4,-2193.6454